ORCA calculation (ωB97M-V/def2-TZVPD) on one molecule with the formula C4H11NO.

Properties
SMILES: CNC[C@@H](C)O
Kohn-Sham gap in eV: 10.44
LUMO energy in eV: 1.037
Energy above the lowest of the compared OMol25 structures with the same formula, charge and spin in kcal per mole: 66.1

```
! RIJCOSX wB97M-V def2-TZVPD def2/J DEFGRID3
* xyz 0 1
O -0.993 -1.708 0.203
N 1.424 0.227 0.729
C -1.082 -0.247 0.591
C 2.515 -0.056 -0.303
C -2.248 0.362 -0.105
C 0.177 0.345 -0.194
H -0.869 -0.010 1.597
H -1.999 0.297 -1.182
H 3.478 -0.168 0.219
H -1.178 -2.197 1.017
H 2.250 -1.009 -0.868
H 1.598 1.204 1.026
H -2.987 -0.291 0.099
H 2.537 0.532 -1.260
H 0.123 -0.196 -1.117
H -2.620 1.417 0.030
H -0.125 1.499 -0.484
*
```

ORCA calculation (ωB97M-V/def2-TZVPD) on a 9-piece molecular cluster, C43H43F5N9PS overall.

Properties
SMILES: FC(F)(F)C(F)(F)[PH3]N=C=S.c1ccncc1.c1ccncc1.c1ccncc1.c1ccncc1.c1ccncc1.c1ccncc1.c1ccncc1.c1ccncc1
Kohn-Sham gap in eV: 9.33
LUMO energy in eV: -0.047

```
! RIJCOSX wB97M-V def2-TZVPD def2/J DEFGRID3
* xyz 0 1
S 1.420 -0.104 -1.523
P -1.293 -0.799 1.155
F -0.743 0.896 4.666
F 0.202 -1.043 4.691
F 0.644 0.331 3.080
F -2.650 -0.002 3.355
F -1.716 -1.979 3.514
N 4.290 9.036 -4.186
N 3.944 0.276 6.256
N 1.211 3.129 -2.667
N -2.289 -2.216 -4.703
N -2.114 -3.596 -10.025
N -2.237 -3.305 8.507
N -3.133 8.558 -1.345
N -1.057 -0.979 -0.697
N 4.709 -6.101 5.160
C -0.307 -3.207 -3.789
C 0.863 5.380 -1.064
C 1.974 3.344 -1.597
C 3.352 8.149 -3.865
C -2.047 -3.059 7.213
C 3.705 -5.228 5.105
C 2.943 -0.546 5.943
C 2.798 -1.816 6.479
C 0.006 -0.581 -1.076
C 3.349 7.425 -2.681
C 3.746 -2.262 7.385
C -4.024 7.803 -0.706
C -3.317 8.738 -2.651
C 4.847 -0.168 7.128
C -3.344 -3.726 -10.515
C 0.276 4.036 -2.937
C -3.834 -4.901 -11.064
C 1.842 4.446 -0.766
C -0.251 -4.110 -4.837
C 2.056 -6.924 5.378
C -4.019 -4.230 6.577
C -1.713 -5.887 -10.605
C 5.368 8.552 -2.101
C -3.314 -4.011 8.840
C 4.796 -1.423 7.717
C 3.088 -7.845 5.435
C 4.381 7.633 -1.782
C -2.998 -6.005 -11.109
C -5.287 7.402 -2.683
C 5.274 9.225 -3.310
C 2.369 -5.585 5.209
C -1.526 -0.700 3.067
C -2.903 -3.494 6.212
C -1.342 -2.284 -3.767
C -1.228 -4.054 -5.817
C -4.232 -4.496 7.919
C 4.391 -7.382 5.323
C -1.324 -4.665 -10.075
C 0.061 5.175 -2.173
C -4.372 8.188 -3.364
C -2.220 -3.091 -5.704
C -5.111 7.204 -1.324
C -0.330 -0.107 3.887
H 2.891 -8.900 5.565
H -4.712 -4.589 5.827
H 6.024 9.954 -3.597
H 2.492 4.567 0.090
H -0.714 5.880 -2.442
H 5.228 -8.071 5.366
H -2.577 9.356 -3.147
H -5.801 6.598 -0.752
H 4.417 7.088 -0.848
H -5.089 -5.066 8.249
H 0.437 -3.213 -3.003
H 1.962 -2.440 6.193
H 0.542 -4.846 -4.890
H -3.966 -2.839 -10.462
H 2.560 6.718 -2.472
H 3.993 -4.191 4.970
H 6.192 8.746 -1.429
H 5.560 -1.731 8.418
H -4.470 8.371 -4.425
H 2.234 -0.158 5.235
H -3.341 -6.940 -11.530
H -0.741 0.487 1.102
H 5.650 0.521 7.364
H -1.026 -6.722 -10.620
H -2.999 -3.012 -6.454
H 1.594 -4.831 5.159
H -3.853 7.675 0.357
H -6.123 6.953 -3.203
H 1.025 -7.243 5.463
H -2.697 -3.262 5.179
H -0.331 3.837 -3.813
H -0.328 -4.530 -9.668
H -0.581 -1.996 1.326
H 2.728 2.591 -1.399
H -1.161 -2.481 6.970
H 0.728 6.256 -0.441
H -4.845 -4.949 -11.445
H -2.674 -0.871 0.998
H -1.419 -1.565 -2.959
H 2.564 8.013 -4.597
H -1.225 -4.739 -6.654
H 3.668 -3.248 7.823
H -3.445 -4.195 9.901
*
```

ORCA calculation (ωB97M-V/def2-TZVPD) on an isolated ion of composition C10H15N2O and charge +1.

Properties
Kohn-Sham gap (spin up / spin down) in eV: 7.59 / 7.59
LUMO energy (spin up / spin down) in eV: -4.736 / -4.737
Energy above the lowest of the compared OMol25 structures with the same formula, charge and spin in kcal per mole: 91.3

```
! RIJCOSX wB97M-V def2-TZVPD def2/J DEFGRID3
* xyz 1 1
O -3.066 1.713 -0.091
N 0.330 -1.415 -0.505
N -2.058 -1.740 -0.431
C -2.158 0.845 -0.541
C -4.018 1.173 0.664
C -3.816 -0.212 0.693
C 1.824 0.399 -0.033
C 3.020 -0.677 0.123
C -2.581 -0.437 -0.138
C 1.507 1.085 1.275
C 2.380 1.447 -1.084
C 0.404 -0.072 -0.485
C -0.835 -2.126 -0.579
H -2.699 -2.424 -0.583
H 3.471 1.666 -0.664
H -4.399 -0.971 1.224
H 1.336 0.266 1.982
H 3.747 -0.585 0.944
H 1.162 -2.032 -0.443
H 2.507 0.957 -2.054
H -1.456 1.224 -1.181
H 2.275 1.778 1.773
H 1.666 2.295 -0.827
H 3.605 -0.730 -0.762
H 0.699 1.758 1.234
H 2.646 -1.685 0.306
H -4.874 1.704 0.976
H -0.621 -3.205 -0.791
*
```

ORCA calculation (ωB97M-V/def2-TZVPD) on one molecule with the formula C6H9FS.

Properties
SMILES: CC1(C)SC=C[C@@H]1F
Kohn-Sham gap in eV: 9.36
LUMO energy in eV: 0.857
Energy above the lowest of the compared OMol25 structures with the same formula, charge and spin in kcal per mole: 38.5

```
! RIJCOSX wB97M-V def2-TZVPD def2/J DEFGRID3
* xyz 0 1
S -1.302 1.492 0.502
F -0.425 -2.135 0.583
C -0.657 -1.134 -0.364
C -2.547 0.380 -0.014
C -2.164 -0.840 -0.423
C 0.074 0.240 0.273
C 1.065 0.650 -0.819
C 0.874 -0.111 1.486
H 0.201 -0.522 2.186
H 1.929 0.121 -0.780
H 1.774 -0.648 1.336
H -3.531 0.751 0.066
H 0.772 0.557 -1.780
H 1.398 1.750 -0.885
H -2.881 -1.714 -0.707
H -0.070 -1.605 -1.138
H 1.351 0.902 1.806
*
```

ORCA calculation (ωB97M-V/def2-TZVPD) on one molecule with the formula C7H8BrNO.

Properties
SMILES: O[C@@H](NBr)c1ccccc1
Kohn-Sham gap in eV: 9.41
LUMO energy in eV: 0.544
Energy above the lowest of the compared OMol25 structures with the same formula, charge and spin in kcal per mole: 19.3

```
! RIJCOSX wB97M-V def2-TZVPD def2/J DEFGRID3
* xyz 0 1
Br 1.556 -0.523 -3.968
O 1.511 1.521 -1.488
N 1.025 -0.865 -2.220
C 0.496 0.617 -1.475
C 0.101 -0.127 2.209
C -0.076 0.207 -0.168
C -2.005 -0.449 1.115
C 0.686 0.189 0.996
C -1.246 -0.437 2.273
C -1.424 -0.131 -0.099
H -1.703 -0.669 3.222
H 2.102 1.390 -0.736
H 1.743 0.426 0.974
H -3.054 -0.698 1.155
H 0.700 -0.120 3.107
H -2.013 -0.134 -1.003
H 1.862 -1.129 -1.703
H -0.261 0.932 -2.191
*
```

ORCA calculation (ωB97M-V/def2-TZVPD) on C38H35OP2Pr as an isolated structure.

Properties
Kohn-Sham gap (spin up / spin down) in eV: 7.29 / 7.49
LUMO energy (spin up / spin down) in eV: -6.390 / -6.177

```
! RIJCOSX wB97M-V def2-TZVPD def2/J DEFGRID3
* xyz 2 3
Pr 1.041 0.116 -0.687
P -0.222 2.585 0.001
P -0.190 -2.513 0.125
O -0.599 0.075 2.600
C -3.337 4.948 -1.348
C 1.715 -4.667 0.291
C -0.543 -3.730 4.046
C 1.162 4.032 -2.073
C -0.107 -3.154 2.853
C -3.461 2.809 -2.498
C 1.269 3.147 -0.979
C -1.233 3.980 3.710
C -1.323 -3.036 -1.216
C 1.433 -3.383 -0.213
C 3.700 3.036 -1.340
C -3.951 4.099 -2.270
C -1.063 -4.149 -2.030
C -2.071 -4.003 1.724
C -2.478 -2.263 -1.470
C -0.143 3.469 1.601
C -2.342 2.370 -1.803
C -1.972 -4.534 -3.028
C -1.737 -4.447 4.075
C 0.951 4.280 1.967
C -0.860 -3.276 1.673
C 2.960 -5.291 0.070
C 0.945 4.934 3.198
C 3.703 -3.302 -1.128
C -2.508 -4.571 2.919
C -0.279 0.075 1.492
C -1.220 3.311 2.487
C 2.420 -2.749 -1.023
C 2.556 2.653 -0.621
C 2.310 4.477 -2.746
C -0.152 4.798 4.048
C 3.952 -4.582 -0.633
C -3.375 -2.629 -2.473
C -3.132 -3.777 -3.232
C 2.316 -0.216 1.361
C 3.567 3.979 -2.360
C -1.699 3.216 -0.875
C -2.208 4.503 -0.645
H 0.187 4.401 -2.389
H 1.789 4.421 1.280
H 2.230 5.197 -3.570
H 3.164 -6.303 0.438
H -4.833 4.435 -2.806
H 2.189 -1.891 -1.676
H 2.671 2.022 0.278
H 1.801 5.549 3.489
H -2.657 -1.362 -0.884
H -3.454 -5.112 2.950
H 0.057 -3.604 4.946
H 0.858 -2.641 2.846
H 4.458 4.317 -2.899
H 3.361 -0.272 0.987
H -3.939 2.139 -3.212
H -3.829 -4.059 -4.024
H 2.344 -0.071 -3.570
H -3.735 5.952 -1.174
H -2.082 3.845 4.377
H -0.153 5.300 5.006
H -1.942 1.365 -1.984
H 3.011 -0.064 -3.179
H 0.955 -5.222 0.840
H -0.152 -4.728 -1.907
H -2.669 -4.162 0.821
H -2.070 2.686 2.203
H 2.256 0.622 2.073
H 4.936 -5.041 -0.791
H -4.249 -2.001 -2.665
H 4.678 2.583 -1.093
H -2.087 -4.871 5.007
H -1.764 -5.403 -3.659
H -1.726 5.169 0.070
H 2.123 -1.118 1.968
H 4.477 -2.701 -1.646
*
```